Record 1
{
  "formula": "C37H36CoF3N8O5S2SeTe",
  "method": "ωB97M-V/def2-TZVPD",
  "total_charge": -2,
  "orbital_gap_ev": [5.5092, 5.5087],
  "e_above_lowest_kcal_mol": 0.0,
  "species": ["C", "H", "N", "C", "H", "C", "H", "C", "S", "S", "C", "H", "H", "H", "H", "C", "N", "C", "H", "O", "H", "H", "C", "F", "C", "H", "H", "H", "H", "O", "H", "C", "O", "C", "H", "C", "H", "H", "C", "C", "Co", "C", "H", "H", "C", "C", "H", "N", "H", "C", "C", "H", "C", "H", "F", "C", "H", "C", "N", "N", "H", "F", "C", "C", "C", "H", "C", "H", "C", "H", "N", "H", "H", "C", "O", "C", "C", "C", "N", "C", "Se", "Te", "C", "H", "C", "O", "H", "H", "H", "C", "H", "C", "C", "N"],
  "positions_angstrom": [[-2.1067, -3.2279, -1.4007], [-6.3134, -4.0310, -3.9751], [3.9151, -4.0293, 3.1004], [0.7931, -0.5375, 4.3974], [2.6029, 3.6452, -2.5842], [-3.2595, 0.9812, -4.0287], [-2.0760, -2.7490, -0.4191], [3.0207, 2.4764, -4.3590], [4.5951, 1.0709, 0.9810], [1.4507, 3.1489, 5.2492], [2.9833, -2.0099, 2.3556], [0.0726, 3.4502, -1.2600], [-5.6977, -3.5408, -5.5509], [-5.2979, 1.7596, 0.6322], [-6.8492, -2.5140, -4.7042], [3.0517, 1.1986, -4.9051], [2.6111, 0.7258, 4.6615], [5.9562, 1.4218, 2.1608], [-2.1931, 1.2105, -4.0226], [4.8423, 2.0362, -0.0498], [0.7323, -1.3492, 0.1009], [-4.2151, -4.1399, -2.7440], [-4.3748, 2.0539, 0.1484], [5.8913, 2.6693, 2.6321], [-2.0088, -1.4401, 2.0207], [-4.6396, 4.1596, 0.4997], [-5.1907, -0.6006, -4.9132], [-0.4480, 2.5076, -2.6332], [1.0308, -0.8419, 5.4173], [4.7551, -0.3223, 0.6424], [-3.5460, -2.8741, 2.3662], [-1.0284, -2.1554, 4.4910], [3.4258, 1.3570, 1.8378], [-2.3349, 1.4411, -1.0023], [-1.0737, -3.2962, -1.7501], [2.2681, 1.5832, -2.2413], [-2.4905, -4.2425, -1.2860], [-2.3744, -1.1434, 1.0456], [-2.6518, -2.4063, 2.7646], [-2.8402, 3.7420, -0.5838], [1.5331, 0.6752, 1.7771], [2.7123, 0.1114, -4.1088], [-3.7399, 1.6933, -3.3537], [2.7494, -0.8926, -4.5170], [-1.9877, 2.7863, -1.1476], [-3.5102, -0.4409, -3.6016], [-3.8131, 0.0473, -0.3144], [1.4909, 0.7675, -0.1350], [0.7045, -3.8506, -0.1136], [-4.8518, -2.4496, -3.8923], [2.1690, -4.1531, 1.3893], [4.6827, 1.7130, 5.2062], [2.6311, 2.6634, -3.0388], [-2.6639, -3.5441, 4.6064], [7.1415, 1.2843, 1.5423], [-0.7837, 3.2558, -1.9137], [1.1896, 2.8785, 2.8475], [-0.8391, -0.7919, 2.4847], [3.9428, 2.2552, 5.6270], [0.8974, 2.4466, 1.9652], [1.2877, 2.9506, 1.1382], [5.9714, 0.5964, 3.2175], [-5.9902, -3.1720, -4.5643], [-3.5303, 1.0912, -0.3754], [-2.7074, -1.0965, -2.6582], [-2.5652, 4.7875, -0.6697], [-4.0110, 3.3925, 0.0642], [-3.6503, 1.1451, -5.0342], [1.3774, -1.9533, 0.7308], [-0.1150, 2.4313, 1.9080], [2.0921, -1.2855, 1.5731], [-1.0257, 4.1749, -2.4519], [-0.6367, -2.4146, 5.4698], [2.6972, 1.9511, 5.0784], [1.8750, 3.0570, -0.4403], [1.3775, -3.4042, 0.6064], [1.8431, 1.8335, -0.7892], [-4.0259, -3.0983, -2.9859], [3.8079, -1.4299, 3.1808], [-2.1661, -2.7837, 4.0187], [4.7249, -2.7007, 3.9604], [-1.0757, -0.1331, -1.6494], [3.0399, -3.4536, 2.3054], [2.1145, -0.5336, -2.1395], [2.3346, 0.3063, -2.7877], [-0.2823, 0.0895, 1.7151], [2.1762, -5.2346, 1.3576], [4.1124, 3.2484, 5.6435], [3.3083, 3.3297, -4.9633], [-4.5722, -1.1244, -4.1897], [3.3511, 1.0492, -5.9365], [-0.3536, -1.1754, 3.7594], [-2.9611, -2.4459, -2.3686], [1.5346, 0.3623, 3.8757]],
  "lowdin_charge": [-0.099, 0.067, -0.251, -0.085, 0.111, -0.069, 0.040, -0.106, 0.515, 0.374, -0.416, 0.067, 0.074, 0.093, 0.070, -0.129, -0.033, -0.665, 0.052, -0.260, 0.018, 0.106, -0.100, 0.123, -0.032, 0.091, 0.110, 0.038, 0.125, -0.294, 0.092, -0.071, -0.332, -0.446, 0.064, -0.162, 0.072, 0.061, -0.111, -0.060, 0.478, -0.106, 0.082, 0.087, -0.299, -0.295, 0.090, 0.005, 0.092, -0.286, -0.007, 0.053, -0.035, 0.079, 0.106, -0.063, -0.027, -0.341, 0.020, 0.079, 0.044, 0.091, -0.067, -0.145, -0.407, 0.107, -0.102, 0.071, -0.090, 0.082, 0.091, 0.081, 0.101, -0.967, -0.133, -0.010, -0.645, -0.034, -0.207, -0.133, 1.113, 1.557, -0.387, 0.082, -0.081, -0.164, 0.108, 0.042, 0.085, -0.032, 0.081, -0.137, -0.309, -0.039]
}



Record 2
{
  "formula": "C37H37B2ClN2O12P2",
  "method": "ωB97M-V/def2-TZVPD",
  "orbital_gap_ev": 7.1590,
  "e_above_lowest_kcal_mol": 0.0,
  "species": ["H", "C", "O", "H", "B", "C", "H", "C", "O", "C", "H", "H", "C", "H", "C", "H", "C", "C", "H", "Cl", "H", "C", "H", "H", "H", "H", "H", "H", "C", "C", "H", "H", "H", "O", "H", "O", "H", "H", "C", "C", "C", "C", "C", "H", "C", "C", "C", "C", "O", "H", "H", "C", "P", "H", "H", "H", "O", "C", "H", "O", "H", "H", "C", "C", "H", "O", "C", "N", "H", "P", "C", "C", "H", "C", "H", "H", "C", "H", "C", "O", "C", "C", "O", "N", "O", "C", "B", "C", "C", "C", "C", "O", "H"],
  "positions_angstrom": [[1.2502, 1.8963, 1.9065], [3.8791, -2.3551, -2.5458], [-1.3639, 1.2076, 5.6378], [-5.7085, 0.0319, 3.2037], [-1.9413, 2.4163, 5.9958], [1.2744, 3.9165, -6.2007], [-3.7484, 3.1934, 6.0562], [0.0953, 2.3508, -9.4828], [4.2068, 0.5147, -0.3770], [3.0755, -3.2586, -1.6743], [1.6154, -0.7382, -7.7308], [-4.8331, -1.7159, 5.7117], [2.2742, 2.8950, -4.2582], [-4.5453, -4.6123, 6.4841], [-4.1739, 2.0632, 3.4980], [-0.9901, 2.3828, 1.0914], [-4.2947, -3.5772, 6.6909], [1.2903, 5.1485, -5.5597], [3.9824, -3.7903, -4.1264], [-3.6464, 0.1251, 0.8770], [0.4392, -0.1421, 5.0696], [3.8634, -0.5843, -0.7640], [2.6546, 2.0138, -3.7594], [-4.6142, 2.1908, 2.5090], [-3.2620, 2.6584, 3.5007], [-3.7655, -2.5752, 3.4694], [-4.9410, -3.1908, 7.4790], [-1.9115, -4.0183, 3.5572], [4.2576, -2.7950, -3.8072], [-0.8241, -1.6278, 4.6312], [5.8591, -0.0180, -4.8894], [-1.9567, -4.1756, 5.2854], [0.6001, -0.9593, -9.9755], [-1.4846, 2.0229, 1.8300], [2.9651, -0.0547, 1.6921], [-3.2961, 2.3858, 6.2918], [-5.3074, -3.1561, 4.8722], [-0.3875, 1.0181, -11.0844], [-2.5825, -4.0032, 4.4190], [1.1881, 0.1222, -8.2264], [4.9529, -0.2380, -2.9662], [1.8581, -3.5461, 0.4713], [2.2786, 4.1231, -3.6207], [5.2179, 0.7557, -2.6328], [2.6534, -1.0308, 1.3539], [-3.3006, -2.6477, 4.4479], [5.3138, -0.6768, -4.2271], [1.7951, 1.4585, -6.2242], [0.2850, 4.8018, -8.1482], [-0.4019, -1.3173, 1.3679], [5.2557, -2.2976, -5.6322], [0.7066, 3.8197, -7.5760], [-2.3784, -0.9868, 2.0994], [-3.2842, -3.4988, 7.0865], [1.5433, 1.3540, 3.4522], [-4.8519, 2.4692, 4.2462], [2.2717, 0.4923, -5.6685], [-2.5204, -0.1722, 3.8539], [-1.7389, 4.3070, 6.2467], [2.7701, -4.3732, -2.0409], [1.8015, 6.2112, -3.7754], [0.8460, -3.7124, 2.3567], [1.2087, 1.3563, -7.5899], [1.7913, 5.2510, -4.2737], [-0.3272, 3.2217, -9.9638], [-5.0789, -0.2678, 3.8633], [0.6185, 0.0032, -9.4820], [0.8680, 1.4068, 2.7039], [-3.3057, -4.7991, 4.2610], [-0.6060, 2.1200, 3.2146], [4.2367, -1.0736, -2.1196], [-1.3150, 0.6974, 4.3147], [0.9072, 6.0192, -6.0730], [-4.4909, -2.7053, 5.4421], [1.5531, -1.4821, 3.1366], [1.5541, -4.5223, 0.1203], [1.7762, 2.7876, -5.5507], [2.6643, 4.2046, -2.6131], [2.6512, -2.7464, -0.3400], [-0.9404, -0.5319, 1.5211], [-2.3600, -1.4582, 4.7359], [0.0658, 1.1161, -10.1071], [-0.1212, -2.6019, 4.8070], [-0.2822, -0.3610, 4.3949], [-1.1822, 3.5305, 6.2373], [3.0436, -1.4786, 0.1012], [-3.9532, 0.5175, 3.7591], [0.6699, 2.4775, -8.2250], [1.4639, -3.0898, 1.7209], [1.8646, -1.8336, 2.1634], [4.9708, -1.9569, -4.6459], [-2.5256, -1.1484, 6.1306], [-1.6845, -1.1537, 6.5873]],
  "lowdin_charge": [0.043, -0.079, 0.096, 0.108, -0.857, -0.082, 0.096, -0.002, 0.096, -0.277, 0.120, 0.092, 0.000, 0.067, -0.019, 0.059, -0.100, -0.002, 0.121, 0.348, 0.153, -0.277, 0.113, 0.056, 0.037, 0.085, 0.071, 0.069, 0.002, -0.399, 0.110, 0.077, 0.107, -0.337, 0.104, 0.182, 0.114, 0.108, -0.059, -0.002, -0.009, 0.007, -0.056, 0.119, -0.005, -0.314, -0.058, -0.275, 0.108, 0.028, 0.108, -0.277, 0.768, 0.065, 0.045, 0.071, 0.104, -0.266, 0.102, 0.108, 0.107, 0.108, -0.082, -0.056, 0.121, 0.128, -0.056, -0.162, 0.087, 0.963, -0.083, -0.465, 0.120, -0.212, 0.082, 0.122, -0.080, 0.107, -0.080, -0.342, -0.357, -0.056, 0.092, 0.094, 0.184, -0.078, -0.623, -0.082, -0.054, -0.072, -0.053, 0.051, 0.114]
}



Record 3
{
  "formula": "C37H37Br4N4O5SV",
  "method": "ωB97M-V/def2-TZVPD",
  "total_charge": -1,
  "orbital_gap_ev": [5.6133, 6.1125],
  "e_above_lowest_kcal_mol": 41.7,
  "multiplicity": 2,
  "species": ["H", "H", "C", "H", "H", "H", "C", "H", "C", "C", "C", "H", "C", "H", "O", "O", "H", "H", "C", "H", "H", "C", "C", "C", "H", "H", "H", "C", "H", "C", "H", "C", "C", "H", "H", "C", "H", "C", "H", "H", "H", "C", "C", "Br", "H", "O", "C", "H", "O", "V", "H", "C", "O", "C", "H", "C", "C", "H", "C", "N", "C", "H", "H", "N", "N", "N", "C", "Br", "C", "C", "C", "Br", "H", "C", "C", "C", "C", "H", "C", "H", "S", "C", "Br", "C", "H", "H", "H", "H", "C"],
  "positions_angstrom": [[-0.3219, -2.4338, -1.5830], [2.6723, -2.8224, -1.1193], [1.4705, -0.2009, -2.7520], [4.7639, -0.3333, 5.1679], [2.4406, 3.9212, 1.8617], [-5.2048, -5.0990, -1.0395], [1.6258, 1.7564, -5.2068], [4.1539, -2.3590, 4.1470], [3.6775, 0.9833, 3.9242], [-1.7339, 1.1573, 4.1378], [1.6829, 3.7221, 1.1014], [2.6891, 2.4296, -0.3017], [-3.9991, -3.4517, -0.3996], [-3.9920, -6.7553, 0.3388], [-1.4649, -0.1017, -2.2162], [-3.3410, -0.7058, 3.2168], [2.1649, 3.7258, -2.3429], [-2.1488, -6.0069, 1.8074], [-3.1558, 2.4519, -0.3762], [-0.3180, 3.3693, -2.3630], [1.3755, 2.4943, -5.9622], [1.0342, 1.9583, -3.9830], [1.6179, -3.0449, -0.9277], [4.0944, -0.2709, 4.3212], [2.8569, -2.7294, 2.3762], [1.7977, -3.3280, 1.1868], [-1.4646, -3.6555, 1.8213], [2.9228, -1.6797, 2.6199], [0.6389, 2.6627, 2.6596], [0.3011, 3.0327, -1.5154], [1.0869, 4.6351, 1.0293], [2.3360, -0.8203, -3.6829], [0.7468, 2.5744, 1.5687], [3.0007, 0.9007, -6.5606], [1.4491, -4.1149, -1.0704], [0.7203, -2.2530, -1.8661], [-0.6797, 1.4060, 4.1386], [-2.2809, -3.9658, 1.1854], [0.1790, -0.9808, 3.3883], [-0.2489, 2.7435, 1.1665], [-1.0078, -2.2881, 3.2056], [-2.4756, -1.5848, 0.3303], [2.5367, 0.7802, -5.5897], [-5.3152, 4.2540, -0.8331], [-2.0540, 0.7815, 5.1021], [-1.2417, -1.4252, 0.5935], [-4.3781, -4.7825, -0.4167], [2.6607, 2.4151, 2.8927], [-3.2860, -0.7068, 0.0539], [0.1013, 0.1665, -0.2699], [3.3379, 4.0672, -0.2310], [-0.8240, -1.3103, 3.6319], [-1.2347, 1.1254, 0.0469], [-4.1370, 2.2981, -2.5560], [4.0911, 1.8139, 4.4877], [2.1526, -0.8270, 1.7670], [1.0979, 1.2097, -2.7791], [0.1856, -2.8572, 0.6334], [-2.9317, -3.0342, 0.3852], [0.9271, -0.8375, -1.7348], [-2.6631, -5.2946, 1.1746], [-4.5168, -2.7210, -1.0031], [-2.3275, 2.0242, 3.8721], [1.1068, 1.2070, 1.2304], [1.4405, -1.2617, 0.7582], [0.6491, 1.6350, -1.6192], [2.7930, 1.3490, 2.9282], [-3.0495, 3.2243, 1.3416], [-4.1140, 2.8718, -1.2894], [1.5769, 3.8803, -1.4330], [2.4130, 3.4840, -0.2204], [-5.3589, 2.9423, -3.8468], [-0.2955, 3.1875, -0.6198], [3.7251, -1.4621, 3.7102], [2.0339, 0.6214, 1.9783], [-2.2808, 0.8149, -1.9813], [-3.7063, -5.7106, 0.3640], [2.6987, -1.7943, -3.3786], [2.8638, -0.3586, -4.8711], [3.5930, -1.0097, -5.3429], [-2.0360, -0.1515, 2.8486], [1.2559, -2.6677, 0.5026], [-3.2240, 0.5211, -4.6083], [-2.2136, 1.4876, -0.6977], [1.3114, 4.9390, -1.3699], [0.3707, 2.8139, -3.9570], [0.8452, -2.5791, -2.9078], [-0.9860, -1.3480, 4.7037], [-3.2551, 1.2861, -2.8831]],
  "mulliken_spin": [0.002, 0.000, 0.020, 0.002, 0.000, 0.000, -0.004, 0.000, -0.011, -0.001, -0.001, 0.002, 0.001, 0.000, -0.026, 0.000, 0.000, 0.000, -0.002, -0.001, 0.000, 0.005, -0.001, 0.020, 0.002, -0.001, 0.001, 0.019, 0.000, 0.012, 0.001, 0.007, 0.014, 0.001, 0.000, 0.004, 0.001, 0.000, 0.001, 0.003, 0.000, 0.003, 0.009, 0.000, 0.000, -0.036, 0.000, 0.006, 0.006, 1.150, 0.000, 0.001, -0.131, 0.001, -0.001, -0.016, -0.010, 0.003, -0.005, -0.003, 0.000, 0.000, 0.000, -0.027, 0.006, -0.047, 0.020, 0.000, -0.001, -0.001, -0.001, 0.000, 0.000, -0.006, -0.002, 0.016, 0.000, 0.001, -0.003, 0.000, 0.004, 0.006, -0.001, -0.005, 0.000, 0.002, -0.001, 0.000, -0.005]
}